(1)
The following is a DFT calculation (the ωB97M-V functional and the def2-TZVPD basis) of a 5-piece molecular cluster, C7H21NO4 overall in a non-equilibrium geometry.

Values from the calculation:
- Total charge: 0
- LUMO level: 0.48 eV
- HOMO level: -8.80 eV
- Electronic energy: -17277.238 eV
- ΔE to the lowest compared entry with this formula, charge and spin: 37.9 kcal per mole

XYZ file:
```
33
Properties=species:S:1:pos:R:3:forces:R:3
C 0.483 2.809 -0.720 -0.0088 -0.7306 -0.9864
C 1.315 1.791 -0.505 1.5182 0.7024 0.4796
C 0.949 0.636 0.310 -1.0017 -0.7956 -0.1228
C 1.720 0.274 1.331 -0.2645 1.2631 0.3204
C -0.291 -0.098 -0.128 -1.8567 -0.6514 -0.9052
C -0.069 -1.565 -0.546 0.7211 -1.7707 -0.8909
C 0.551 -1.536 -1.973 -0.1036 -0.5217 -1.0738
N -1.299 -2.361 -0.623 -0.8031 0.8646 0.7638
H -0.588 2.666 -0.693 -0.1540 -0.0747 0.5855
H 0.783 3.729 -1.171 0.4110 0.3790 -0.2365
H 2.413 1.844 -0.682 -0.8477 0.4149 0.0449
H 1.337 -0.256 2.182 0.0412 -0.9043 -0.0130
H 2.678 0.776 1.447 -0.1341 0.0128 0.1801
H -0.685 0.344 -1.069 0.4441 0.1033 0.5256
H -1.229 -0.078 0.455 0.7747 0.2520 0.7136
H 0.488 -2.212 0.214 0.3094 1.2605 -0.9597
H 0.741 -2.481 -2.558 0.5626 0.2597 1.5453
H 1.388 -0.850 -2.032 0.3387 -0.1533 -0.1690
H -0.197 -1.195 -2.706 -0.2718 0.7503 0.7033
H -1.107 -3.243 -1.076 -0.1250 0.0637 -0.1181
H -2.010 -1.845 -1.132 -0.0016 -0.2713 -0.1912
O -3.074 1.577 -0.891 -0.0351 -0.0489 -0.4464
H -2.796 2.462 -0.640 -0.1184 -0.0851 0.1841
H -3.334 1.138 -0.078 0.0491 0.1636 0.2793
O -0.653 -1.942 2.581 0.3786 0.1851 0.1999
H -1.584 -2.120 2.716 -0.1579 -0.0731 -0.1461
H -0.553 -1.762 1.638 -0.3680 -0.1770 0.1931
O 3.233 -1.045 -0.490 0.2120 -0.2687 -1.4928
H 3.962 -0.790 0.078 -0.4277 -0.5053 0.5866
H 2.524 -1.574 -0.094 0.8924 0.4117 0.5127
O -2.070 2.174 2.164 0.7440 0.3612 0.1850
H -1.456 1.771 2.801 -0.3753 -0.0761 -0.2650
H -1.572 2.964 1.892 -0.3421 -0.3404 0.0142
```
Positions in Å, forces in eV/Å.

(2)
The following is a DFT calculation (the ωB97M-V functional and the def2-TZVPD basis) of a 6-piece molecular cluster, C7H21NO5 overall in a non-equilibrium geometry.

Values from the calculation:
- Total charge: 0
- LUMO level: 0.31 eV
- HOMO level: -7.64 eV
- Electronic energy: -19326.909 eV
- ΔE to the lowest compared entry with this formula, charge and spin: 37.8 kcal per mole

XYZ file:
```
34
Properties=species:S:1:pos:R:3:forces:R:3
C -0.629 0.006 3.433 -0.3636 0.4752 -0.4179
C -0.167 0.439 2.086 0.4657 0.4257 -1.4505
C -0.921 0.917 1.019 0.4834 -0.4695 1.9727
N -0.112 1.101 -0.074 -0.8010 -0.6498 1.5086
C 1.169 0.725 0.277 -0.1106 -0.1030 -0.0723
C 2.171 0.754 -0.852 -1.0209 1.7886 0.4431
C 1.182 0.355 1.630 -0.3107 0.2114 -2.0834
C 2.356 -0.147 2.375 1.2133 -0.4945 0.3132
H 0.154 -0.696 3.808 -1.2203 0.2186 0.1549
H -1.665 -0.377 3.265 0.9560 -0.2834 0.7884
H -0.703 0.892 4.088 0.1083 -0.5135 0.0649
H -1.946 1.176 1.201 -0.3333 0.2446 -0.9993
H -0.423 1.663 -0.846 0.4311 0.0373 -0.1786
H 1.585 1.140 -1.721 0.7905 -0.3475 0.3741
H 2.633 -0.174 -1.125 0.3810 -0.5076 0.0614
H 2.904 1.523 -0.575 0.3135 -0.4130 -0.4964
H 2.123 -1.106 2.873 0.1183 0.4570 0.0989
H 3.225 -0.377 1.725 -0.5523 0.1738 0.0454
H 2.767 0.574 3.114 -0.4937 -0.4206 -0.1839
O 0.576 -1.979 -4.297 -0.1910 -0.3485 -0.3544
H 1.231 -1.820 -3.616 0.0373 0.1157 -0.0044
H 0.022 -2.647 -3.867 0.1228 0.3402 -0.1688
O -0.707 4.018 0.043 -0.7912 0.8685 -0.5144
H -1.573 4.382 -0.233 0.3700 -0.5844 0.2905
H -0.167 4.810 -0.071 0.3744 -0.2008 0.1457
O -2.522 -0.596 -1.849 0.5639 0.2389 -0.7926
H -1.581 -0.370 -1.778 0.0185 -0.1390 0.5704
H -2.564 -0.669 -2.815 -0.4989 -0.1700 0.1793
O 0.247 -2.066 -1.611 -0.5414 0.2952 -0.6289
H 1.134 -1.791 -1.388 0.1672 -0.4532 0.6596
H -0.069 -2.858 -1.156 0.4683 0.2182 0.4262
O -1.785 -2.501 0.209 0.3385 -0.1132 0.1171
H -1.079 -1.864 0.399 -0.3141 -0.0354 0.1489
H -2.215 -2.110 -0.563 -0.1789 0.1383 -0.0176
```
Positions in Å, forces in eV/Å.

(3)
The following is a DFT calculation (the ωB97M-V functional and the def2-TZVPD basis) of a 4-piece molecular cluster, C7H22F4NO3P overall in a non-equilibrium geometry.

Values from the calculation:
- Total charge: 0
- LUMO level: 0.45 eV
- HOMO level: -9.85 eV
- Electronic energy: -35404.814 eV

XYZ file:
```
38
Properties=species:S:1:pos:R:3:forces:R:3
C -1.834 2.168 3.565 -0.3446 -0.1489 0.1586
C -2.941 1.487 2.795 0.1991 0.2941 -0.2526
F -3.879 0.955 3.653 -0.3598 -0.5003 0.5380
C -2.509 0.474 1.760 0.8466 0.0748 -0.0014
P -1.214 -0.761 2.257 -0.6966 -0.4422 0.7574
N -1.834 -1.162 3.856 0.3653 0.0428 -0.3855
C -0.306 -0.591 0.549 -0.1912 -0.4989 1.4119
F 0.535 -1.622 0.402 0.8573 -0.8495 -0.0309
F -1.125 -0.658 -0.485 -1.1272 0.1205 -1.4132
F 0.427 0.505 0.420 0.5900 1.2368 -0.1497
H -0.975 1.548 3.764 0.3426 -0.1531 -0.0866
H -1.556 3.059 3.032 0.4722 0.3356 -0.2477
H -2.224 2.483 4.518 -0.2182 0.1783 0.3803
H -3.464 2.263 2.255 -0.3485 0.2585 -0.2283
H -2.151 1.050 0.919 0.2157 0.1667 -0.3348
H -3.362 -0.069 1.386 -0.4012 -0.3360 -0.0256
H -0.008 -0.362 2.871 0.0834 0.1215 -0.1891
H -1.448 -2.101 1.879 -0.0347 0.1079 -0.2250
H -2.825 -1.374 3.873 -0.0317 0.0367 0.1917
H -1.603 -0.494 4.580 -0.1927 -0.0055 0.0728
C -2.963 0.936 -3.545 0.1947 0.0018 0.2649
O -2.077 1.810 -2.853 -0.0852 -0.0486 0.0619
H -3.295 1.442 -4.447 0.0192 0.0409 -0.0008
H -2.452 0.010 -3.821 -0.1041 -0.0375 -0.0751
H -3.834 0.702 -2.926 -0.0656 -0.0609 -0.1097
H -1.789 1.352 -2.056 0.0738 0.0626 -0.1079
C 4.389 -1.567 0.030 -0.2519 -0.0033 -0.1209
O 3.898 -1.325 -1.286 -0.1514 0.0182 -0.1214
H 5.473 -1.519 -0.006 0.0108 0.0113 -0.0528
H 4.018 -0.808 0.722 0.0662 -0.0332 0.0754
H 4.085 -2.558 0.376 0.0682 0.0071 0.0905
H 2.935 -1.367 -1.254 0.0831 0.0257 0.1443
C 4.560 -0.464 -4.665 -0.1416 -0.1213 0.1762
O 3.467 -1.340 -4.425 -0.0500 0.0689 -0.0058
H 4.701 -0.400 -5.742 -0.0246 -0.0199 -0.0228
H 4.354 0.536 -4.275 0.0893 0.0373 -0.0306
H 5.476 -0.849 -4.210 0.0523 0.0765 -0.0231
H 3.350 -1.392 -3.469 0.1912 -0.0654 -0.0829
```
Positions in Å, forces in eV/Å.

(4)
The following is a DFT calculation (the ωB97M-V functional and the def2-TZVPD basis) of one molecule with the formula C7H22N4Si in a non-equilibrium geometry.

Values from the calculation:
- Total charge: 0
- LUMO level: 0.81 eV
- HOMO level: -8.00 eV
- Electronic energy: -21454.383 eV
- ΔE to the lowest compared entry with this formula, charge and spin: 0.0 kcal per mole

XYZ file:
```
34
Properties=species:S:1:pos:R:3:forces:R:3
C 3.040 1.410 -0.517 1.5417 -0.2181 2.3257
C 1.884 0.508 -0.903 0.9937 0.0607 -1.2497
N 0.983 0.174 0.142 -3.2682 -0.6277 1.1866
C 1.351 -0.983 1.053 2.4398 1.6230 -1.2120
C 1.674 -2.265 0.278 0.6509 -0.1565 -0.9709
Si -0.818 0.412 -0.011 1.1670 -0.3237 -0.2688
N -1.611 -0.191 1.367 -0.3886 0.3241 1.2808
C -2.194 -1.486 1.570 0.6842 -1.2484 -3.9553
N -1.463 -0.217 -1.459 -0.1331 0.7049 -0.9729
C -2.405 -1.171 -1.983 -1.1871 0.0150 -2.0060
N -1.143 2.066 -0.095 -0.6863 1.2983 -0.2328
C -0.546 2.993 0.854 1.6751 0.9421 -1.1173
H 3.685 1.769 -1.359 -0.8101 -0.2048 0.6283
H 2.783 2.232 0.236 0.1222 -0.8685 -1.3832
H 3.681 0.689 0.089 -0.1723 1.1916 -0.5101
H 1.455 0.931 -1.808 -0.9554 0.1117 0.1170
H 2.386 -0.388 -1.297 -0.1665 -0.0224 -0.0766
H 0.555 -1.176 1.727 -0.4838 0.3282 0.7799
H 2.305 -0.605 1.589 -1.5805 -0.8872 -0.3454
H 1.775 -1.968 -0.803 -0.6486 -0.7869 0.8551
H 2.722 -2.546 0.496 -0.6411 -0.4986 0.2206
H 0.948 -3.126 0.422 0.9591 1.1210 -0.2154
H -1.954 0.503 2.010 0.0935 0.2272 0.0250
H -1.801 -2.134 2.343 -0.0368 0.2149 0.6093
H -3.293 -1.507 1.465 0.3659 0.0343 0.5757
H -1.835 -1.970 0.568 -0.8243 -0.1848 1.8025
H -0.951 0.203 -2.235 -0.0725 -0.1648 0.2133
H -3.179 -0.819 -2.918 2.0394 -0.4281 2.7565
H -1.796 -1.946 -2.425 -0.2407 -0.6934 -0.4336
H -2.991 -1.647 -1.203 -0.2202 0.2623 -0.0183
H -2.050 2.474 -0.441 1.5940 -1.2938 0.3150
H 0.475 3.447 0.448 -2.1462 -0.6461 0.8660
H -1.332 3.717 0.944 0.3146 1.1783 0.4590
H -0.343 2.618 1.857 0.0212 -0.3842 -0.0481
```
Positions in Å, forces in eV/Å.

(5)
The following is a DFT calculation (the ωB97M-V functional and the def2-TZVPD basis) of a 6-piece molecular cluster, C7H22O5 overall in a non-equilibrium geometry.

Values from the calculation:
- Total charge: 0
- LUMO level: 0.34 eV
- HOMO level: -9.35 eV
- Electronic energy: -17851.937 eV
- ΔE to the lowest compared entry with this formula, charge and spin: 29.4 kcal per mole

XYZ file:
```
34
Properties=species:S:1:pos:R:3:forces:R:3
C 1.353 3.043 -1.704 0.6626 -0.0769 -0.2514
C 1.361 1.998 -0.891 0.1173 -0.3629 0.3126
C 2.635 1.451 -0.255 -1.0647 0.1407 0.7877
C 2.264 0.556 0.938 0.8671 0.6792 -1.2380
C 2.753 0.881 2.127 -0.5798 0.0714 0.7484
C 1.667 -0.780 0.573 0.8373 -1.1264 1.7767
C 2.745 -1.845 1.031 0.4960 1.6118 -1.5262
H 0.481 3.447 -2.184 -0.4130 0.0099 0.1127
H 2.299 3.515 -1.994 -0.2727 -0.1450 0.1411
H 0.470 1.485 -0.528 -0.0729 0.3661 -0.5851
H 3.216 0.840 -0.962 0.0950 0.4848 0.0943
H 3.132 2.346 0.148 0.5987 -0.5551 -0.4104
H 3.363 1.747 2.332 -0.0650 0.3018 -0.4126
H 2.535 0.334 3.027 -0.0676 -0.5462 0.1533
H 0.799 -1.058 1.165 -0.0991 0.3525 -0.1426
H 1.367 -0.869 -0.470 0.3743 0.1855 -0.0155
H 3.743 -1.418 0.787 -0.4447 -0.3541 0.2847
H 2.703 -1.990 2.110 -0.1115 -0.3747 -0.2916
H 2.653 -2.701 0.387 -0.1637 -0.9221 0.3910
O -4.388 -1.387 -0.036 -0.3668 -0.0670 -0.0719
H -4.591 -0.608 0.489 -0.1689 0.1303 -0.0440
H -4.445 -1.082 -0.972 0.5944 -0.0918 0.7250
O -0.956 -0.340 -1.544 0.2454 -0.2109 -0.7217
H -0.536 -1.175 -1.802 -0.1903 0.4074 0.4804
H -0.998 -0.259 -0.577 0.2610 -0.0632 0.0418
O -3.512 -0.427 -2.358 0.6392 0.0588 -1.4630
H -2.625 -0.012 -2.413 -0.3552 0.1569 1.0368
H -3.325 -1.101 -3.026 -0.7179 -0.2529 0.0492
O -0.835 0.459 1.133 -0.7128 0.5158 -0.1579
H -0.188 0.839 1.737 -0.1573 -0.2742 0.0698
H -1.275 -0.334 1.499 0.4086 0.1631 0.2156
O -1.958 -1.947 1.409 -0.3470 -0.8772 -0.4754
H -1.694 -2.668 0.808 0.2312 0.4107 0.4673
H -2.883 -1.839 1.119 -0.0571 0.2541 -0.0812
```
Positions in Å, forces in eV/Å.

(6)
The following is a DFT calculation (the ωB97M-V functional and the def2-TZVPD basis) of a 5-piece molecular cluster, C7H23BrN7O4 overall in a non-equilibrium geometry.

Values from the calculation:
- Total charge: -1
- LUMO level: 2.74 eV
- HOMO level: -6.43 eV
- Electronic energy: -96302.295 eV
- ΔE to the lowest compared entry with this formula, charge and spin: 0.0 kcal per mole

XYZ file:
```
42
Properties=species:S:1:pos:R:3:forces:R:3
Br 1.248 0.773 1.572 -0.0008 -0.0584 -0.0909
C -0.865 -1.617 -2.026 0.1533 0.2010 -1.2249
C -1.856 -0.679 -1.369 -0.2720 -0.7805 0.5137
C -3.299 -1.120 -1.670 0.0453 0.6473 1.0848
O -3.652 -1.154 -3.024 -0.0677 -0.2907 -0.3287
C -3.813 0.112 -3.612 0.0036 0.0602 -0.1188
N -1.709 -0.736 0.102 -0.0690 0.0300 -0.5801
H -1.184 -1.757 -3.068 -0.0002 -0.0764 0.1309
H -0.803 -2.611 -1.588 -0.1585 0.0851 0.3469
H 0.137 -1.191 -2.118 -0.0122 0.0439 0.3942
H -1.714 0.338 -1.743 0.1670 0.0165 -0.0912
H -3.947 -0.440 -1.083 -0.1090 0.0402 -0.3648
H -3.481 -2.093 -1.214 0.1949 -0.2318 -0.3440
H -2.925 0.736 -3.485 -0.0901 0.1166 0.0902
H -4.702 0.616 -3.213 0.1067 0.1208 0.1056
H -3.959 -0.022 -4.683 -0.0283 -0.1572 0.0270
H -2.090 0.116 0.499 0.1409 -0.0069 0.1543
H -0.714 -0.735 0.302 0.0423 0.2421 0.2353
C -1.655 -0.223 4.615 0.0295 0.1873 1.2186
O -2.195 -0.431 5.702 -0.0632 0.0513 -0.3752
N -2.066 -0.822 3.463 0.0351 0.0136 -0.5027
N -0.614 0.643 4.474 -0.2427 -0.2734 -0.7919
H -1.467 -0.886 2.657 -0.0477 0.0699 -0.0337
H -2.872 -1.416 3.493 0.0696 -0.1118 0.1831
H -0.222 0.777 3.549 0.3119 0.1861 0.2602
H -0.225 1.108 5.269 -0.0711 -0.1225 0.1027
C 1.948 2.503 -1.989 -0.0037 -0.2359 -0.3974
O 2.358 3.059 -3.007 -0.1640 -0.0819 0.2139
N 2.045 1.145 -1.806 -0.0969 0.2105 0.0421
N 1.291 3.177 -1.004 0.0778 0.1169 -0.2009
H 2.011 0.770 -0.868 -0.1021 -0.0393 -0.0027
H 2.539 0.647 -2.523 0.2020 0.0549 0.0809
H 1.044 2.756 -0.120 0.0617 -0.0670 -0.0064
H 1.223 4.165 -1.161 0.0056 0.0354 0.2245
C 5.036 -0.881 1.286 -0.1745 -0.1495 0.0924
O 6.186 -1.238 1.078 0.0240 -0.0390 -0.0818
N 4.717 0.206 2.050 0.0434 0.0711 0.0263
N 3.929 -1.575 0.849 -0.2743 0.2411 -0.0348
H 3.767 0.542 2.118 -0.1074 -0.0286 -0.0624
H 5.459 0.828 2.308 0.1104 -0.0689 -0.0697
H 3.051 -1.074 0.802 -0.0493 -0.0620 0.1972
H 4.039 -2.318 0.185 0.3796 0.0399 -0.0217
```
Positions in Å, forces in eV/Å.

The lowest electronic energy belongs to which entry? C7H23BrN7O4